{
  "formula": "C76H190N14O19",
  "method": "ωB97M-V with the def2-TZVPD basis set",
  "de_lowest_ev": 0.814,
  "orbital_gap_ev": 8.64,
  "max_force_ev_per_a": 3.384,
  "charge": 0,
  "e_tot_ha": -5205.20902,
  "species": ["C", "C", "C", "O", "C", "N", "H", "H", "H", "H", "H", "H", "H", "H", "H", "H", "H", "C", "C", "C", "O", "C", "N", "H", "H", "H", "H", "H", "H", "H", "H", "H", "H", "H", "C", "C", "C", "O", "C", "N", "H", "H", "H", "H", "H", "H", "H", "H", "H", "H", "H", "C", "C", "C", "O", "C", "N", "H", "H", "H", "H", "H", "H", "H", "H", "H", "H", "H", "C", "C", "C", "O", "C", "N", "H", "H", "H", "H", "H", "H", "H", "H", "H", "H", "H", "C", "C", "C", "O", "C", "N", "H", "H", "H", "H", "H", "H", "H", "H", "H", "H", "H", "C", "C", "C", "O", "C", "N", "H", "H", "H", "H", "H", "H", "H", "H", "H", "H", "H", "C", "C", "C", "C", "C", "C", "N", "O", "C", "C", "C", "H", "H", "H", "H", "H", "H", "H", "H", "H", "H", "H", "H", "H", "H", "H", "H", "H", "H", "H", "C", "C", "C", "C", "C", "C", "N", "O", "C", "C", "C", "H", "H", "H", "H", "H", "H", "H", "H", "H", "H", "H", "H", "H", "H", "H", "H", "H", "H", "H", "C", "O", "C", "C", "N", "C", "C", "O", "C", "H", "H", "H", "H", "H", "H", "H", "H", "H", "H", "H", "H", "H", "H", "H", "C", "O", "C", "C", "N", "C", "C", "O", "C", "H", "H", "H", "H", "H", "H", "H", "H", "H", "H", "H", "H", "H", "H", "H", "C", "O", "C", "C", "N", "C", "C", "O", "C", "H", "H", "H", "H", "H", "H", "H", "H", "H", "H", "H", "H", "H", "H", "H", "C", "O", "C", "C", "N", "C", "C", "O", "C", "H", "H", "H", "H", "H", "H", "H", "H", "H", "H", "H", "H", "H", "H", "H", "C", "O", "C", "C", "N", "C", "C", "O", "C", "H", "H", "H", "H", "H", "H", "H", "H", "H", "H", "H", "H", "H", "H", "H"],
  "coordinates": [[-1.80, -7.11, -1.99], [-1.61, -7.30, -0.47], [-0.51, -6.31, 0.01], [-0.07, -6.75, 1.21], [1.08, -6.02, 1.64], [-2.79, -7.40, 0.40], [-0.82, -7.17, -2.42], [-2.36, -6.17, -2.31], [-2.44, -7.91, -2.36], [-1.22, -8.33, -0.37], [-1.03, -5.33, 0.07], [0.35, -6.11, -0.66], [1.38, -6.27, 2.65], [0.99, -4.96, 1.53], [1.89, -6.29, 0.91], [-3.19, -6.46, 0.45], [-2.46, -7.65, 1.28], [-0.85, -0.24, 4.40], [-0.72, 0.69, 5.60], [0.73, 0.61, 6.14], [0.88, -0.56, 6.84], [2.15, -0.78, 7.54], [-1.26, 1.98, 5.24], [-1.74, 0.05, 3.83], [-0.87, -1.29, 4.60], [-0.04, -0.05, 3.76], [-1.37, 0.31, 6.44], [0.97, 1.48, 6.77], [1.36, 0.71, 5.27], [2.54, 0.11, 8.01], [2.87, -1.14, 6.75], [2.05, -1.64, 8.23], [-1.37, 2.59, 6.06], [-0.55, 2.41, 4.65], [-5.77, 3.85, 2.06], [-4.41, 3.79, 2.89], [-4.39, 4.89, 3.87], [-3.12, 4.94, 4.49], [-3.10, 5.73, 5.68], [-4.20, 2.43, 3.45], [-6.66, 3.36, 2.47], [-5.51, 3.43, 1.07], [-6.00, 4.93, 1.87], [-3.56, 3.91, 2.17], [-5.09, 4.66, 4.65], [-4.58, 5.78, 3.34], [-3.33, 6.82, 5.55], [-2.15, 5.56, 6.15], [-3.88, 5.32, 6.32], [-4.83, 2.33, 4.21], [-3.29, 2.40, 3.93], [-6.45, -1.51, -3.58], [-6.16, -0.65, -4.81], [-5.97, -1.47, -6.10], [-4.73, -2.20, -5.98], [-4.69, -3.10, -7.10], [-7.16, 0.33, -5.05], [-6.46, -0.91, -2.65], [-5.61, -2.28, -3.52], [-7.38, -2.01, -3.73], [-5.20, -0.03, -4.57], [-5.89, -0.78, -6.96], [-6.86, -2.13, -6.26], [-4.03, -3.96, -6.85], [-4.32, -2.68, -8.00], [-5.72, -3.52, -7.27], [-8.10, -0.03, -5.37], [-6.86, 1.20, -5.45], [6.16, -3.40, 4.30], [4.79, -4.00, 4.20], [4.46, -4.30, 2.73], [4.55, -3.10, 1.98], [4.52, -3.42, 0.62], [4.66, -5.13, 5.05], [6.87, -4.08, 3.90], [6.43, -3.19, 5.30], [6.16, -2.47, 3.74], [3.99, -3.33, 4.50], [3.41, -4.61, 2.77], [5.11, -5.08, 2.28], [5.43, -4.01, 0.44], [4.61, -2.50, 0.06], [3.60, -4.06, 0.34], [3.74, -5.37, 5.26], [5.28, -5.92, 4.91], [-3.53, -1.68, 1.82], [-2.60, -2.79, 1.30], [-3.00, -3.34, -0.03], [-4.11, -4.26, 0.11], [-5.15, -3.97, -0.79], [-1.18, -2.30, 1.02], [-3.54, -1.62, 2.89], [-4.53, -1.82, 1.41], [-3.19, -0.76, 1.37], [-2.52, -3.58, 2.07], [-2.20, -3.94, -0.55], [-3.35, -2.58, -0.68], [-5.36, -2.93, -0.90], [-6.08, -4.50, -0.52], [-4.85, -4.24, -1.81], [-1.35, -1.46, 0.48], [-0.71, -2.09, 1.87], [-1.54, 9.03, 0.62], [-2.66, 8.00, 0.26], [-2.24, 6.54, 0.41], [-1.14, 6.05, -0.29], [-1.55, 5.27, -1.40], [-3.92, 8.18, 0.94], [-0.75, 9.02, -0.14], [-1.11, 8.79, 1.59], [-1.93, 10.02, 0.71], [-2.91, 8.17, -0.83], [-3.04, 5.90, 0.05], [-2.13, 6.27, 1.46], [-2.32, 4.54, -1.09], [-0.64, 4.81, -1.80], [-2.10, 5.88, -2.17], [-3.76, 8.17, 1.93], [-4.48, 8.93, 0.48], [0.29, -5.71, 6.56], [-0.07, -4.56, 5.54], [-0.86, -5.18, 4.36], [-2.30, -5.54, 4.72], [-3.05, -4.30, 5.30], [-2.32, -3.76, 6.52], [-0.92, -3.44, 6.10], [-0.25, -2.85, 7.25], [-2.97, -2.44, 6.94], [-2.29, -4.72, 7.67], [1.27, -3.96, 5.11], [-0.54, -6.36, 6.73], [0.66, -5.24, 7.53], [1.05, -6.29, 6.08], [-0.81, -4.55, 3.42], [-0.24, -6.05, 4.19], [-2.37, -6.38, 5.38], [-2.71, -5.89, 3.79], [-4.10, -4.49, 5.53], [-3.01, -3.50, 4.53], [-4.03, -2.52, 7.00], [-2.57, -2.04, 7.85], [-2.63, -1.72, 6.17], [-1.43, -4.52, 8.23], [-3.07, -4.55, 8.41], [-2.17, -5.71, 7.42], [1.95, -4.74, 4.77], [1.69, -3.32, 5.94], [1.10, -3.30, 4.26], [-0.05, -1.95, 7.06], [-1.60, -2.03, -7.73], [-0.43, -1.41, -7.05], [0.40, -2.57, -6.37], [1.78, -2.09, -5.97], [2.45, -1.49, -7.21], [1.70, -0.34, -7.84], [0.39, -0.80, -8.08], [-0.37, 0.21, -8.77], [1.78, 0.97, -7.00], [2.35, 0.06, -9.21], [-0.97, -0.50, -5.95], [-2.25, -2.41, -6.95], [-1.17, -2.84, -8.37], [-2.22, -1.36, -8.41], [-0.17, -2.92, -5.53], [0.47, -3.45, -7.00], [2.50, -2.88, -5.66], [1.74, -1.32, -5.15], [2.53, -2.38, -7.90], [3.44, -1.11, -7.04], [2.75, 1.45, -7.15], [0.98, 1.57, -7.35], [1.55, 0.83, -5.97], [1.81, 0.93, -9.56], [3.40, 0.39, -9.18], [2.37, -0.82, -9.83], [-1.47, -0.87, -5.08], [-1.64, 0.30, -6.30], [-0.23, 0.13, -5.46], [-0.45, -0.26, -9.59], [4.77, 4.92, 5.96], [5.38, 5.63, 4.87], [6.60, 5.03, 4.54], [6.94, 5.48, 3.17], [5.92, 5.14, 2.21], [6.16, 5.58, 0.87], [5.00, 5.09, 0.01], [3.82, 5.79, 0.51], [2.55, 5.25, 0.18], [4.07, 5.64, 6.37], [5.57, 4.60, 6.67], [4.22, 4.04, 5.55], [6.57, 3.96, 4.62], [7.36, 5.39, 5.24], [7.88, 4.93, 2.83], [7.15, 6.51, 3.07], [5.02, 5.54, 2.55], [7.09, 5.19, 0.39], [6.14, 6.67, 0.79], [4.92, 4.05, 0.15], [5.13, 5.41, -1.04], [2.50, 4.83, -0.83], [1.80, 6.07, 0.40], [2.35, 4.45, 0.95], [0.83, 2.06, -2.65], [1.19, 0.90, -3.34], [0.66, -0.17, -2.58], [1.75, -0.98, -1.94], [1.29, -2.12, -1.15], [0.82, -3.23, -1.96], [1.89, -4.16, -2.30], [1.32, -5.06, -3.30], [2.29, -5.88, -3.99], [1.21, 2.03, -1.66], [-0.24, 2.11, -2.59], [1.25, 2.93, -3.19], [0.02, -0.70, -3.32], [0.07, 0.14, -1.74], [2.37, -0.29, -1.33], [2.45, -1.43, -2.69], [0.56, -1.77, -0.51], [0.31, -3.04, -2.97], [0.03, -3.79, -1.33], [2.25, -4.79, -1.48], [2.75, -3.60, -2.62], [1.70, -6.48, -4.68], [2.85, -6.53, -3.36], [2.93, -5.19, -4.60], [9.87, 3.98, -1.26], [8.62, 3.41, -0.96], [8.68, 2.57, 0.21], [7.35, 1.88, 0.39], [7.52, 0.59, 0.96], [6.31, -0.05, 1.40], [5.39, 0.64, 2.36], [5.97, 0.59, 3.70], [5.21, 1.34, 4.62], [10.18, 4.80, -0.64], [9.94, 4.25, -2.28], [10.51, 3.12, -1.17], [8.97, 3.09, 1.10], [9.45, 1.80, -0.06], [6.89, 1.83, -0.61], [6.71, 2.54, 1.03], [8.06, 0.72, 1.80], [6.57, -0.98, 1.80], [5.73, -0.39, 0.54], [4.42, 0.14, 2.33], [5.25, 1.71, 2.19], [5.20, 2.44, 4.40], [5.64, 1.23, 5.61], [4.17, 1.02, 4.66], [-2.19, 4.63, -8.11], [-3.31, 3.92, -7.69], [-3.07, 2.50, -7.61], [-4.40, 1.92, -7.16], [-4.95, 2.40, -5.92], [-4.10, 2.24, -4.72], [-5.06, 2.34, -3.50], [-5.76, 3.56, -3.71], [-7.00, 3.64, -2.85], [-1.67, 4.11, -8.96], [-1.39, 4.70, -7.36], [-2.44, 5.68, -8.34], [-2.28, 2.21, -6.80], [-2.79, 2.17, -8.64], [-4.25, 0.83, -7.12], [-5.23, 2.09, -7.88], [-5.17, 3.35, -5.91], [-3.42, 3.06, -4.62], [-3.58, 1.26, -4.65], [-4.43, 2.35, -2.57], [-5.76, 1.48, -3.33], [-7.76, 2.91, -3.17], [-7.48, 4.60, -2.97], [-6.76, 3.54, -1.80], [2.21, -1.06, 1.80], [1.10, -0.20, 1.81], [1.56, 1.16, 1.59], [0.31, 2.02, 1.60], [-0.52, 1.81, 0.38], [-1.95, 1.91, 0.68], [-2.75, 1.53, -0.57], [-2.29, 0.23, -0.97], [-2.98, -0.23, -2.13], [2.90, -0.93, 2.64], [2.91, -0.75, 0.98], [1.87, -2.10, 1.68], [2.08, 1.17, 0.63], [2.25, 1.45, 2.40], [0.64, 3.07, 1.62], [-0.31, 1.77, 2.45], [-0.28, 0.94, -0.05], [-2.23, 2.93, 0.97], [-2.27, 1.26, 1.49], [-2.41, 2.28, -1.36], [-3.82, 1.61, -0.37], [-2.81, 0.44, -3.00], [-4.07, -0.32, -1.89], [-2.59, -1.21, -2.32]]
}